# 1
# C4H36N2O14S

A cluster of 14 separate species, C4H36N2O14S in total (ωB97M-V/def2-TZVPD, the OMol25 dataset).

Values from the calculation:
2S+1	1
DFT total energy	-1734.986459	hartree
orbital gap	8.20	eV

```
57
C4H36N2O14S (ωB97M-V/def2-TZVPD)
C 2.329 -0.245 -0.851
N 1.262 0.713 -1.014
C 0.810 1.468 0.067
O 1.502 1.482 1.087
C 1.986 -1.721 -0.762
C 3.132 -2.696 -1.162
S 2.698 -4.458 -0.854
N 0.798 -2.123 -1.573
H 3.067 -0.057 -1.669
H 2.852 0.033 0.085
H 0.531 0.513 -1.715
H 0.095 2.277 -0.199
H 1.908 -2.050 0.308
H 3.353 -2.771 -2.220
H 4.033 -2.360 -0.551
H 1.719 -4.537 0.008
H 0.824 -1.846 -2.535
H -0.034 -1.794 -1.048
H -2.645 -0.541 -0.581
H -3.999 -0.189 -1.175
O -3.078 -0.099 -1.337
H -4.051 2.061 -3.029
H -2.865 1.117 -2.497
O -3.180 1.812 -3.147
H -0.812 1.024 -2.613
H -1.249 0.307 -3.807
O -1.061 0.133 -2.855
H -0.897 1.638 2.496
H -1.775 2.409 1.666
O -1.765 1.498 2.014
H -0.468 -3.914 -0.372
H -1.728 -4.610 0.065
O -0.798 -4.706 0.038
H 0.704 1.552 4.831
H 0.101 0.148 4.852
O 0.605 0.742 4.294
H 3.692 2.951 2.320
H 3.411 2.556 0.903
O 4.134 2.723 1.476
H 3.534 0.109 1.488
H 4.071 0.724 2.755
O 4.386 0.292 1.944
H -4.554 1.020 1.650
H -3.095 0.550 1.568
O -4.036 0.227 1.347
H 1.326 3.890 1.944
H 0.698 2.676 2.715
O 0.529 3.600 2.430
H -0.459 -1.039 1.530
H -2.039 -0.890 1.398
O -1.195 -1.050 0.913
H -4.084 -3.041 -1.341
H -2.767 -2.303 -1.815
O -3.184 -2.852 -1.161
H -1.453 3.978 -2.004
H -1.754 2.562 -2.341
O -1.061 3.106 -1.967
```



# 2
# C4H2N2O

An isolated molecule of C4H2N2O (ωB97M-V/def2-TZVPD, the OMol25 dataset).

Values from the calculation:
2S+1	1
DFT total energy	-338.270880	hartree
orbital gap	10.62	eV
structure (SMILES)	N#CC(C#N)C=O

```
9
C4H2N2O (ωB97M-V/def2-TZVPD)
N 2.247 0.578 0.784
C 1.364 -0.229 0.502
C -0.015 -0.410 -0.036
C -0.878 -0.920 1.027
N -1.683 -1.277 1.767
C -0.219 0.832 -0.795
O -0.053 0.939 -2.043
H -0.122 -1.221 -0.967
H -0.642 1.709 -0.238
```



# 3
# C5H30NO11

A cluster of 11 separate species, C5H30NO11 in total (ωB97M-V/def2-TZVPD, the OMol25 dataset).

Values from the calculation:
net charge	+1
2S+1	1
DFT total energy	-1090.632218	hartree
orbital gap	9.61	eV

```
47
C5H30NO11 (ωB97M-V/def2-TZVPD)
O 1.639 -0.565 3.983
C 2.002 -0.598 2.828
C 2.029 0.695 2.041
C 0.677 1.459 1.943
C -0.020 0.997 0.694
C -0.198 1.764 -0.370
N -0.729 1.164 -1.575
H 2.158 -1.526 2.264
H 2.814 1.381 2.359
H 2.307 0.429 1.012
H 0.070 1.202 2.813
H 0.891 2.523 2.023
H -0.105 -0.084 0.754
H 0.001 2.816 -0.258
H -1.397 1.721 -2.096
H -1.236 0.277 -1.480
H 0.009 0.925 -2.214
H 4.692 -1.564 -3.153
H 3.501 -2.593 -3.155
O 3.759 -1.686 -2.989
H 0.954 -2.612 -0.751
H 1.017 -1.425 -1.837
O 0.469 -2.031 -1.337
H -2.187 0.962 4.328
H -1.439 0.485 5.631
O -1.334 0.819 4.738
H -2.066 -2.186 1.134
H -1.820 -3.230 0.038
O -2.071 -2.322 0.209
H -3.386 -0.795 -2.890
H -2.916 -2.006 -2.184
O -2.629 -1.106 -2.375
H 2.112 -4.191 2.670
H 1.792 -3.182 3.701
O 1.756 -3.293 2.738
H -3.143 3.136 -3.220
H -3.600 2.517 -1.748
O -3.066 2.479 -2.539
H 0.402 4.877 -2.118
H 1.392 4.124 -2.956
O 0.653 3.976 -2.356
H -1.280 -0.771 3.010
H -0.577 -2.150 3.037
O -1.435 -1.719 2.951
H -0.189 0.805 -5.106
H -0.313 -0.370 -3.950
O 0.038 0.472 -4.241
```



# 4
# C47H45BrMoN6OSSi

A structure of composition C47H45BrMoN6OSSi (ωB97M-V/def2-TZVPD, the OMol25 dataset).

Values from the calculation:
net charge	+2
<S²>	2.0456
2S+1	3
DFT total energy	-5551.014466	hartree
orbital gap (spin up / spin down)	6.30 / 4.60	eV

```
103
C47H45BrMoN6OSSi (ωB97M-V/def2-TZVPD)
Mo 0.924 -2.117 -2.139
C -0.208 -4.499 2.028
N -1.103 -4.383 0.885
C -2.539 -4.455 0.932
C -3.022 -4.111 -0.272
N -1.908 -3.672 -1.053
C -0.766 -3.943 -0.332
S 0.739 -4.301 -1.067
C -1.995 -2.513 -1.865
C -3.197 -2.171 -2.442
C -3.449 -0.853 -2.775
C -2.576 0.118 -2.299
C -1.436 -0.310 -1.651
N -1.004 -1.609 -1.829
H -0.242 -5.532 2.443
H -0.406 -3.821 2.854
H 0.863 -4.405 1.706
H -3.086 -4.892 1.762
H -4.061 -4.112 -0.626
H -3.921 -3.016 -2.584
H -4.387 -0.611 -3.299
H -2.793 1.187 -2.437
H -0.833 0.329 -1.007
C 3.838 2.378 -0.325
C 2.971 1.336 -1.113
C 1.884 1.926 -2.000
C 1.689 3.325 -2.024
C 0.782 3.876 -2.911
C 0.049 3.132 -3.774
C 0.294 1.749 -3.864
C -0.501 1.022 -4.881
C -0.103 1.337 -6.345
C 1.170 1.127 -2.924
N 1.425 -0.259 -3.216
C 2.028 -0.664 -4.353
C 1.826 -1.986 -4.768
C 2.169 -2.648 -5.965
C 1.345 -3.800 -6.029
C 0.660 -3.861 -4.831
N 1.045 -2.866 -3.960
H 4.745 1.937 0.102
H 3.277 2.852 0.511
H 4.083 3.254 -0.995
H 2.603 0.710 -0.335
H 3.580 0.664 -1.757
H 2.210 3.934 -1.321
H 0.634 4.965 -2.847
H -0.822 3.540 -4.306
H -1.539 1.387 -4.799
H -0.411 -0.057 -4.743
H -0.368 2.414 -6.514
H -0.660 0.731 -7.072
H 0.991 1.200 -6.461
H 2.574 0.084 -5.001
H 2.961 -2.351 -6.657
H 1.155 -4.507 -6.816
H -0.157 -4.516 -4.521
Br 6.345 -2.485 1.941
C 4.897 -2.390 0.733
C 3.801 -1.599 1.122
C 2.647 -1.573 0.357
N 2.657 -2.196 -0.862
C 3.704 -2.988 -1.238
C 4.804 -3.128 -0.449
H 3.848 -1.002 2.012
H 1.739 -1.017 0.681
H 3.663 -3.370 -2.274
H 5.627 -3.769 -0.882
O -0.292 0.652 1.460
Si -0.822 1.236 2.813
C -2.023 0.253 3.986
C -2.976 -0.628 3.378
C -4.044 -1.115 4.098
C -4.163 -0.780 5.439
C -3.198 -0.022 6.071
C -2.127 0.466 5.364
C 0.413 1.922 4.137
C 0.807 3.278 4.174
C 1.994 3.651 4.839
C 2.649 2.734 5.650
C 2.128 1.440 5.729
C 0.999 1.032 5.024
C -1.820 2.824 2.679
C -2.430 3.358 3.808
C -3.367 4.323 3.659
C -3.679 4.727 2.379
C -3.077 4.226 1.245
C -2.064 3.308 1.367
H -2.857 -0.796 2.314
H -4.808 -1.799 3.624
H -5.081 -1.027 5.985
H -3.272 0.190 7.154
H -1.308 1.013 5.885
H 0.220 4.082 3.663
H 2.353 4.642 4.639
H 3.410 3.087 6.354
H 2.487 0.760 6.481
H 0.596 0.000 5.099
H -2.081 3.065 4.753
H -3.817 4.855 4.525
H -4.485 5.474 2.222
H -3.391 4.610 0.242
H -1.626 2.804 0.496
```



# 5
# C48H107N4O28

A cluster of 16 separate species, C48H107N4O28 in total (ωB97M-V/def2-TZVPD, the OMol25 dataset).

Values from the calculation:
net charge	-1
2S+1	1
DFT total energy	-4218.356353	hartree
orbital gap	1.16	eV

```
187
C48H107N4O28 (ωB97M-V/def2-TZVPD)
C -3.804 -11.173 -30.207
C -3.726 -12.432 -29.361
N -2.406 -13.111 -29.465
C -1.832 -13.508 -30.632
C -0.614 -14.042 -30.380
N -0.386 -13.854 -29.026
C -1.539 -13.288 -28.472
C 0.764 -14.331 -28.333
H -3.798 -11.396 -31.274
H -3.024 -10.473 -29.908
H -4.735 -10.633 -30.030
H -4.496 -13.152 -29.639
H -3.955 -12.058 -28.363
H -2.418 -13.373 -31.529
H 0.193 -14.529 -30.907
H -1.705 -12.996 -27.446
H 0.564 -14.360 -27.262
H 1.639 -13.705 -28.513
H 0.950 -15.362 -28.633
C -7.628 -11.784 -20.176
C -7.762 -12.644 -19.121
C -6.787 -13.789 -18.873
O -7.000 -14.639 -17.914
C -5.698 -14.012 -19.681
C -5.387 -13.128 -20.779
C -6.432 -11.862 -21.013
O -6.182 -10.976 -21.853
O -4.558 -13.394 -21.638
O -8.835 -12.390 -18.429
H -8.367 -11.027 -20.394
H -5.029 -14.836 -19.482
C 3.034 -8.182 -30.661
C 3.563 -9.404 -31.395
O 4.910 -9.470 -30.919
C 5.716 -10.415 -31.377
O 5.383 -11.314 -32.155
O 6.889 -10.256 -30.829
C 7.919 -11.269 -30.869
H 2.934 -8.279 -29.580
H 2.085 -7.856 -31.087
H 3.575 -7.291 -30.978
H 3.597 -9.267 -32.476
H 2.985 -10.294 -31.148
H 8.499 -11.301 -31.792
H 7.381 -12.209 -30.749
H 8.631 -11.139 -30.053
C 10.309 -17.186 -34.341
C 8.954 -17.402 -33.650
O 9.206 -17.985 -32.413
C 8.307 -17.896 -31.423
O 7.233 -17.309 -31.431
O 8.799 -18.612 -30.437
C 8.229 -18.612 -29.112
H 10.334 -16.482 -35.172
H 10.860 -18.092 -34.595
H 10.975 -16.635 -33.677
H 8.461 -18.138 -34.284
H 8.426 -16.450 -33.596
H 8.218 -17.669 -28.565
H 8.862 -19.217 -28.463
H 7.265 -19.118 -29.050
C 10.517 -13.437 -24.959
C 9.925 -12.645 -23.769
O 8.963 -11.630 -24.160
C 7.652 -11.958 -24.409
O 7.242 -13.089 -24.574
O 7.017 -10.767 -24.468
C 5.645 -10.674 -24.510
H 11.092 -12.870 -25.691
H 9.687 -13.914 -25.481
H 11.174 -14.247 -24.644
H 10.697 -12.096 -23.230
H 9.439 -13.252 -23.006
H 5.249 -11.231 -25.358
H 5.306 -9.639 -24.561
H 5.230 -11.213 -23.658
C -0.145 -23.350 -28.175
C 0.643 -22.084 -28.075
O 1.287 -21.737 -29.305
C 2.327 -22.417 -29.677
O 2.765 -23.489 -29.187
O 2.704 -22.000 -30.932
C 3.609 -22.680 -31.784
H -0.710 -23.410 -29.105
H -0.777 -23.525 -27.304
H 0.557 -24.182 -28.127
H 1.270 -22.159 -27.187
H 0.024 -21.219 -27.837
H 3.425 -23.739 -31.966
H 4.641 -22.572 -31.449
H 3.585 -22.284 -32.800
C -0.444 -17.835 -36.503
O -0.034 -16.483 -36.655
C 1.306 -16.289 -37.141
C 1.384 -14.850 -37.724
N 0.403 -14.513 -38.782
C 0.855 -14.895 -40.079
C 0.063 -14.281 -41.229
O -1.255 -14.734 -41.336
C -2.010 -14.039 -42.329
H -1.343 -17.911 -35.893
H 0.343 -18.466 -36.089
H -0.659 -18.307 -37.461
H 1.513 -16.931 -37.997
H 2.003 -16.376 -36.308
H 2.383 -14.624 -38.099
H 1.296 -14.219 -36.840
H -0.452 -15.027 -38.625
H 0.818 -15.980 -40.183
H 1.896 -14.619 -40.250
H 0.647 -14.657 -42.068
H 0.080 -13.192 -41.194
H -2.964 -14.564 -42.387
H -1.405 -14.059 -43.236
H -2.206 -13.088 -41.836
C -7.269 -17.751 -27.947
O -8.048 -17.008 -26.978
C -8.060 -17.660 -25.659
C -9.110 -16.876 -24.821
N -10.432 -17.198 -25.339
C -11.482 -16.377 -24.753
C -12.831 -16.759 -25.415
O -12.760 -16.640 -26.815
C -14.044 -16.999 -27.417
H -6.220 -17.711 -27.651
H -7.352 -17.203 -28.886
H -7.602 -18.788 -27.992
H -7.051 -17.589 -25.253
H -8.400 -18.695 -25.697
H -8.950 -15.801 -24.894
H -9.057 -17.153 -23.768
H -10.431 -17.050 -26.338
H -11.277 -15.310 -24.842
H -11.493 -16.453 -23.666
H -13.615 -16.153 -24.961
H -13.043 -17.793 -25.143
H -14.917 -16.508 -26.986
H -14.125 -18.086 -27.385
H -14.179 -16.667 -28.446
C -11.582 -14.292 -31.882
O -11.571 -13.991 -33.291
H -10.769 -14.945 -31.564
H -11.412 -13.394 -31.289
H -12.507 -14.750 -31.533
H -12.358 -14.320 -33.731
C -1.008 -18.579 -21.720
O -0.707 -17.898 -22.898
H -2.088 -18.599 -21.575
H -0.678 -19.618 -21.678
H -0.520 -18.176 -20.832
H -1.232 -17.097 -22.827
C -6.120 -15.528 -35.357
O -6.489 -14.338 -34.723
H -5.036 -15.618 -35.437
H -6.549 -16.410 -34.880
H -6.509 -15.548 -36.375
H -7.436 -14.332 -34.567
C -1.932 -6.921 -24.803
O -2.310 -8.139 -25.358
H -1.025 -6.582 -25.302
H -2.728 -6.193 -24.960
H -1.727 -7.074 -23.743
H -3.033 -8.479 -24.826
C -6.756 -4.150 -28.172
O -7.873 -4.682 -28.959
H -6.344 -3.306 -28.726
H -7.120 -3.842 -27.191
H -5.861 -4.740 -27.976
H -8.243 -5.471 -28.556
C -9.986 -10.289 -26.379
O -9.144 -9.169 -26.425
H -10.675 -10.175 -25.541
H -10.556 -10.250 -27.308
H -9.489 -11.245 -26.218
H -8.603 -9.125 -25.633
C 4.898 -18.730 -21.160
O 5.356 -18.150 -19.964
H 5.761 -19.172 -21.658
H 4.118 -19.449 -20.913
H 4.477 -17.938 -21.779
H 4.833 -17.372 -19.758
C -9.628 -7.372 -33.947
O -9.051 -6.075 -33.856
H -8.874 -8.146 -33.811
H -10.320 -7.601 -33.137
H -10.105 -7.584 -34.905
H -8.902 -5.984 -32.912
```



# 6
# C12H23IMnN6S

A structure of composition C12H23IMnN6S (ωB97M-V/def2-TZVPD, the OMol25 dataset).

Values from the calculation:
net charge	+3
<S²>	6.0968
2S+1	5
DFT total energy	-2645.562905	hartree
orbital gap (spin up / spin down)	5.44 / 6.70	eV

```
44
C12H23IMnN6S (ωB97M-V/def2-TZVPD)
Mn 0.129 -0.071 0.038
C -2.496 -1.067 0.611
C -2.049 -0.639 2.022
N -0.581 -0.342 2.070
C 0.230 -1.424 2.724
C 1.514 -1.720 1.964
N 1.318 -1.713 0.477
C 0.665 -2.923 -0.119
C -0.830 -2.865 0.093
N -1.327 -1.483 -0.227
H -2.985 -0.246 0.090
H -3.213 -1.888 0.648
H -2.291 -1.395 2.767
H -2.593 0.260 2.309
H -0.451 0.508 2.612
H -0.394 -2.308 2.819
H 0.486 -1.128 3.741
H 1.929 -2.680 2.275
H 2.259 -0.953 2.171
H 2.252 -1.654 0.078
H 1.095 -3.838 0.293
H 0.893 -2.909 -1.186
H -1.117 -3.094 1.115
H -1.338 -3.589 -0.546
H -1.636 -1.465 -1.198
I -3.711 4.239 -0.962
C -2.340 2.909 -1.704
C -1.986 2.878 -3.054
C -1.053 1.953 -3.499
C -0.487 1.078 -2.597
N -0.829 1.094 -1.294
C -1.728 1.998 -0.858
H -2.438 3.572 -3.751
H -0.768 1.906 -4.541
H 0.232 0.331 -2.915
H -1.956 1.997 0.202
N 3.887 2.808 0.447
C 3.104 1.955 -0.175
N 3.451 1.450 -1.346
S 1.613 1.590 0.670
H 4.764 3.121 0.049
H 3.627 3.189 1.346
H 4.323 1.699 -1.795
H 2.828 0.857 -1.863
```



# 7
# C3H12N2O2

A cluster of 3 separate species, C3H12N2O2 in total (ωB97M-V/def2-TZVPD, the OMol25 dataset).

Values from the calculation:
2S+1	1
DFT total energy	-381.470466	hartree
orbital gap	10.25	eV
structure (SMILES)	[H]/N=C/NCC.O.O

```
19
C3H12N2O2 (ωB97M-V/def2-TZVPD)
H -1.074 -1.443 2.431
N -0.785 -0.770 1.731
C 0.400 -0.815 1.304
N 0.926 0.129 0.484
C 1.746 -0.163 -0.718
C 1.076 0.249 -2.001
H 1.017 -1.686 1.526
H 0.367 0.952 0.291
H 2.081 -1.196 -0.728
H 2.672 0.402 -0.564
H 1.853 0.250 -2.766
H 0.668 1.267 -1.998
H 0.256 -0.368 -2.365
O -1.756 1.879 2.245
H -1.569 0.912 2.131
H -1.144 2.235 1.591
O -2.435 -0.967 -0.913
H -1.485 -0.769 -0.943
H -2.814 -0.098 -0.738
```